The ion C4H10N3 with charge +1. Source: the OMol25 dataset; level of theory: ωB97M-V/def2-TZVPD.

```
17
Properties=species:S:1:pos:R:3:forces:R:3
C -0.174137 -0.708410 -0.944598 -5.1 2.1 2.0
C 0.983543 0.147428 -0.604296 0.3 -0.4 1.6
C -1.006660 1.050287 0.548366 2.5 2.3 1.1
C 0.594983 0.791250 0.768322 -3.1 -3.4 -1.2
N -1.462506 -0.065485 -0.213458 4.5 -2.2 -2.6
N -0.221609 -1.777123 -1.701761 1.3 1.3 0.0
N 0.838881 -0.153816 1.812853 1.6 4.9 2.1
H 2.044590 -0.167178 -0.640040 -0.8 -1.0 0.3
H 1.065886 0.961735 -1.250880 -0.7 1.5 -1.7
H -1.489271 1.247064 1.532793 0.1 -0.9 -0.7
H -0.919604 2.098940 0.138379 -1.0 -1.1 -0.8
H 1.030459 1.746544 0.782606 1.1 1.0 1.0
H 0.612522 -1.937820 -2.254577 0.1 -0.3 0.2
H -1.017437 -2.257057 -2.057018 -1.0 -0.1 0.3
H 0.875473 0.342687 2.733852 -0.1 -1.4 -1.1
H 0.692105 -1.106200 1.814144 -0.6 -1.9 -0.3
H -2.447218 -0.212847 -0.464685 0.9 -0.2 -0.2
```
Forces are in eV/Å.

HOMO energy: -12.707 eV
charge: +1
LUMO level: -4.225 eV
structure (SMILES): N[C@@H]1CNC(=[NH2+])C1
multiplicity: 1



A cluster of 8 separate species, C14H39N5O19S3 in total. Source: the OMol25 dataset; level of theory: ωB97M-V/def2-TZVPD.

```
80
Properties=species:S:1:pos:R:3:forces:R:3
C 2.119755 -0.599423 5.715977 0.1 0.9 0.0
N 2.189283 -1.788520 4.857263 0.8 -0.8 0.6
O 1.566444 -1.829740 3.828636 -0.5 0.4 -0.7
O 2.868854 -2.704988 5.280159 0.0 -0.1 0.0
H 3.071917 -0.422837 6.204344 0.1 -0.4 0.1
H 1.349302 -0.784032 6.457060 -0.1 0.1 -0.1
H 1.905585 0.276375 5.111964 -0.4 -0.2 0.0
C -2.282661 -5.254891 -0.376961 0.2 0.9 -0.7
N -2.870823 -4.428615 0.715764 1.0 -0.5 1.0
O -2.695482 -3.237399 0.671929 -0.3 0.9 -0.6
O -3.311183 -4.998735 1.687966 -0.6 -0.5 -0.2
H -1.585747 -5.940365 0.090369 -0.4 -0.4 0.0
H -1.726759 -4.556577 -1.000140 0.0 0.0 0.1
H -3.070768 -5.675191 -0.993484 -0.1 -0.4 0.4
C -4.085600 -1.164156 -1.381321 -1.3 1.4 -0.6
N -4.598571 -0.703905 -2.726850 0.6 -0.3 0.1
O -5.645110 -0.114008 -2.792589 -0.5 0.3 0.1
O -3.900387 -0.992865 -3.673421 0.2 -0.1 -0.3
H -4.817696 -0.761442 -0.685900 0.1 -0.4 0.2
H -3.165907 -0.601884 -1.254742 0.4 -0.7 0.1
H -4.115958 -2.240891 -1.468285 0.7 -0.1 0.4
C -0.227023 6.090443 -0.990870 0.2 0.3 -0.4
N -0.967255 5.223788 -0.046168 -0.4 -0.3 0.4
O -0.349258 4.741790 0.888050 0.1 0.2 -0.1
O -2.132962 5.001400 -0.291870 0.3 0.3 0.0
H 0.769597 6.302311 -0.620413 0.0 -0.3 0.1
H -0.735627 7.037919 -1.145642 -0.4 -0.2 0.1
H -0.218140 5.515882 -1.913949 0.1 0.2 -0.1
C -1.369150 1.667466 6.227151 -0.4 0.3 0.0
N -0.318408 1.976010 7.246243 0.3 -1.3 -0.6
O 0.831384 1.693735 6.952381 0.1 0.3 0.1
O -0.673344 2.414347 8.309051 -0.2 0.3 0.2
H -1.906937 2.610735 6.170439 -0.4 -0.3 -0.3
H -1.999626 0.856269 6.584897 -0.1 0.3 0.5
H -0.991580 1.328797 5.266766 0.5 0.4 0.1
O 0.098471 -2.980505 -1.504984 -0.2 0.4 -0.1
S 0.985333 -2.330688 -2.429227 -0.2 -0.4 -1.1
O 1.371897 -0.957863 -2.272106 0.1 -1.0 0.2
O 2.319732 -3.215828 -2.436305 0.0 0.9 0.4
C 2.203987 -4.639775 -2.548141 -0.2 -0.9 0.0
C 3.426766 -5.280059 -1.935037 1.7 0.9 -1.0
C 0.411734 -2.595502 -4.135094 0.1 0.4 0.6
H 2.121767 -4.813634 -3.622816 0.0 -0.5 0.1
H 1.345679 -5.069571 -2.026792 -0.4 0.7 -0.1
H 3.699841 -4.823016 -0.984904 -0.4 -0.3 0.2
H 4.274404 -5.020184 -2.584075 0.0 0.0 0.1
H 3.467452 -6.365367 -1.904893 -0.6 0.0 0.2
H -0.433208 -1.958696 -4.390953 0.0 0.1 0.5
H 0.120881 -3.636056 -4.252053 0.2 -0.1 0.0
H 1.234159 -2.291231 -4.779386 0.1 -0.2 0.0
O -1.126152 0.983092 2.889353 0.8 0.0 -0.9
S -0.872444 0.914517 1.460267 -0.4 -0.8 0.2
O -1.877236 1.493761 0.615555 1.0 -0.1 -0.2
O 0.623198 1.504920 1.094255 -1.4 -0.2 0.7
C 1.407386 1.940355 2.196654 0.8 0.5 1.5
C 2.881029 1.674315 1.979465 0.5 0.4 -0.4
C -0.538997 -0.792026 0.974489 0.5 1.0 0.3
H 1.172948 1.467479 3.156378 -0.5 -0.7 -0.5
H 1.193601 2.978055 2.469783 0.1 0.2 -0.8
H 3.344363 2.198298 1.139500 -0.4 0.1 -0.1
H 3.121638 0.620839 1.833559 -0.3 -0.1 0.2
H 3.409042 2.044878 2.861227 0.0 -0.2 0.1
H 0.106319 -1.170687 1.766372 -0.3 -0.3 0.1
H 0.071967 -0.777404 0.073655 -0.3 0.1 -0.2
H -1.478716 -1.312794 0.835255 0.1 -0.1 0.2
O -0.578383 0.431977 -4.107984 0.1 1.2 0.1
S -1.029266 1.803958 -3.998972 0.5 0.1 0.1
O -2.425511 2.071653 -4.074352 0.0 0.1 0.5
O -0.440218 2.510156 -2.664998 -0.9 -0.9 -0.6
C 0.855360 2.065415 -2.173276 0.3 1.3 -0.7
C 1.683129 3.321952 -1.971741 -0.1 0.2 0.4
C -0.267765 2.872164 -5.224031 -0.4 -0.7 -0.1
H 1.306701 1.444860 -2.942977 0.0 -0.5 0.4
H 0.738576 1.615692 -1.191863 -0.2 -0.5 -0.4
H 1.269804 3.882823 -1.132642 0.2 -0.1 0.2
H 1.686335 4.032292 -2.800829 0.0 -0.4 -0.3
H 2.707069 3.021631 -1.744294 0.0 0.2 0.1
H -0.354292 2.355749 -6.179089 0.2 0.0 0.0
H 0.762235 3.096477 -4.967065 0.0 0.0 0.0
H -0.910778 3.746775 -5.268687 0.2 0.2 0.2
```
Forces are in eV/Å.

HOMO energy: -10.494 eV
charge: 0
LUMO level: 0.122 eV
structure (SMILES): CCOS(C)(=O)=O.CCOS(C)(=O)=O.CCOS(C)(=O)=O.C[N+](=O)[O-].C[N+](=O)[O-].C[N+](=O)[O-].C[N+](=O)[O-].C[N+](=O)[O-]
multiplicity: 1



The molecule C20H21N3OS. Source: the OMol25 dataset; level of theory: ωB97M-V/def2-TZVPD.

```
46
Properties=species:S:1:pos:R:3:forces:R:3
C 2.846845 2.239396 3.601849 0.0 -0.2 -0.1
H 3.910420 2.441054 3.496277 0.1 0.0 0.0
H 2.301134 3.142525 3.339082 0.0 0.1 0.0
H 2.652676 1.997036 4.643766 0.0 0.1 0.1
C 2.453759 1.089228 2.683399 0.0 0.2 0.0
C 0.981850 0.769147 2.646724 0.1 -0.1 -0.2
C 0.076020 1.269037 3.568091 0.0 0.0 0.0
C -1.267081 0.932011 3.516555 -0.1 0.0 0.1
C -1.724524 0.057419 2.549431 0.0 0.0 0.0
C -0.840452 -0.458170 1.619183 0.2 -0.1 0.1
C 0.499464 -0.085796 1.644195 -0.5 0.2 0.3
N 1.404485 -0.603270 0.707116 0.2 0.0 0.1
C 1.183222 -1.054823 -0.556843 0.4 -0.1 0.0
N 0.248573 -0.474483 -1.345107 0.1 0.1 0.3
C -0.369130 0.809886 -1.081944 -0.3 0.5 0.3
C 0.604039 1.846776 -0.620469 0.6 -0.2 -0.6
C 1.907289 2.086748 -0.942459 -0.6 -0.2 0.0
C 2.284126 3.243793 -0.215257 -0.4 0.2 0.3
C 1.181842 3.618831 0.485585 0.7 0.3 -0.1
O 0.159728 2.779234 0.247092 -0.5 -0.1 0.0
H 0.998699 4.433245 1.157279 -0.1 0.1 0.1
H 3.241984 3.721738 -0.220287 0.2 0.2 0.1
H 2.522820 1.510244 -1.602496 0.1 -0.2 -0.1
H -1.174843 0.742829 -0.338743 0.1 0.1 -0.2
H -0.820711 1.138584 -2.024917 0.0 -0.1 0.1
C -0.167522 -1.126918 -2.573262 -0.1 -0.3 -0.2
C -1.592628 -1.589925 -2.451168 -0.2 0.1 -0.2
C -2.615309 -1.070311 -3.233665 0.1 -0.2 0.1
C -3.911889 -1.516248 -3.033466 0.0 0.0 0.0
C -4.136745 -2.459568 -2.042866 -0.2 0.2 -0.3
N -3.171565 -2.964452 -1.292811 -0.1 -0.4 0.4
C -1.938096 -2.546354 -1.497992 0.3 0.2 -0.1
H -1.176743 -3.000289 -0.875440 0.2 0.0 0.0
H -5.131129 -2.833120 -1.837947 -0.1 0.0 -0.1
H -4.727644 -1.136361 -3.628831 -0.1 0.0 0.0
H -2.399093 -0.332017 -3.994284 0.0 0.1 0.0
H 0.498115 -1.981015 -2.730850 -0.1 0.3 0.0
H -0.053789 -0.435467 -3.414409 0.0 0.0 0.1
S 2.185318 -2.261421 -1.108339 0.5 -0.6 -0.1
H 2.277222 -0.947093 1.088630 -0.1 0.0 -0.2
H -1.180705 -1.177428 0.887830 0.0 0.0 -0.1
H -2.763238 -0.235082 2.518709 -0.1 0.0 0.0
H -1.950916 1.343055 4.243641 -0.1 0.0 0.1
H 0.414827 1.937495 4.343036 0.1 0.1 0.1
H 2.782370 1.324298 1.667028 0.0 -0.1 0.0
H 2.994619 0.188737 2.998141 0.1 0.0 -0.1
```
Forces are in eV/Å.

HOMO energy: -7.977 eV
charge: 0
LUMO level: 0.693 eV
structure (SMILES): CCc1ccccc1NC(=S)N(Cc1cccnc1)Cc1ccco1
multiplicity: 1



A cluster of 6 separate species, C6H17NO5 in total. Source: the OMol25 dataset; level of theory: ωB97M-V/def2-TZVPD.

```
29
Properties=species:S:1:pos:R:3:forces:R:3
N -0.426211 -2.602928 -0.400233 0.3 3.4 0.2
C -0.060581 -1.508921 -1.290034 1.3 -0.3 0.7
C -0.944309 -0.517511 -1.646915 -1.9 -2.0 2.0
C -0.571477 0.644675 -2.245256 -1.1 2.5 -1.3
C 0.753364 0.912401 -2.628505 0.1 -1.4 0.6
C 1.659644 -0.195998 -2.418871 -0.5 1.5 -0.8
C 1.278208 -1.349348 -1.704696 -0.7 0.1 -1.6
H -0.447004 -3.474800 -0.794751 0.4 -2.6 -1.4
H -1.347549 -2.452214 -0.038680 -0.6 0.3 0.3
H -1.971358 -0.783107 -1.272142 0.7 1.1 -0.8
H -1.455150 1.331773 -2.489820 1.7 -0.6 0.4
H 1.070460 1.878342 -3.100116 -0.4 -1.2 0.4
H 2.607419 -0.046710 -2.984130 -0.4 -0.7 1.0
H 1.798342 -2.288386 -1.795077 1.0 0.1 0.5
H 0.791711 0.414183 3.045289 -2.6 -1.9 1.2
H -0.417704 -0.716263 2.998356 0.9 0.9 0.5
O -0.014311 -0.012979 3.558172 1.1 1.0 -1.2
H 2.081281 1.964594 0.852832 2.6 -1.2 -0.7
H 0.950759 2.707666 0.153236 -0.3 0.6 -1.8
O 1.257079 2.342549 0.949476 -2.4 0.6 2.4
H 1.334802 -1.086651 1.348625 0.7 0.0 -0.5
H 2.780569 -0.444098 1.624584 2.0 -0.2 -1.4
O 1.918814 -0.574781 1.919366 -2.1 0.1 1.3
H -2.435425 -0.200494 1.757664 0.3 0.2 0.7
H -3.182486 0.676001 0.795727 0.1 -0.7 0.3
O -3.025308 -0.263725 1.016925 -0.7 0.0 -1.0
H -1.219703 2.394469 2.162193 1.2 1.0 1.4
H -1.053853 1.359895 1.069644 -0.2 0.5 0.4
O -1.710023 1.892366 1.557139 -0.7 -1.1 -1.8
```
Forces are in eV/Å.

HOMO energy: -8.993 eV
charge: 0
LUMO level: 0.354 eV
structure (SMILES): Nc1ccccc1.O.O.O.O.O
multiplicity: 1



A cluster of 2 separate species, C4H6FN in total. Source: the OMol25 dataset; level of theory: ωB97M-V/def2-TZVPD.

```
12
Properties=species:S:1:pos:R:3:forces:R:3
C -1.376105 -0.658425 0.558181 -1.0 0.4 3.2
C 2.064033 0.372969 0.738496 7.8 -4.5 -0.9
C 0.993954 1.083365 1.026382 -8.2 6.0 5.9
C -1.597313 -0.274942 -0.842019 1.0 0.5 -1.0
N -1.347947 -0.725075 1.734723 0.2 -0.3 -3.5
F 0.195716 1.566514 0.071953 0.7 0.8 -1.2
H 2.061300 -0.062511 -0.204968 0.2 -1.5 -1.4
H 2.882591 0.093712 1.439104 -0.7 0.8 -0.8
H 0.501386 1.335426 2.024549 0.9 -1.1 -1.5
H -0.928699 -0.886597 -1.511750 -0.6 0.8 0.6
H -1.368616 0.835461 -0.935723 -0.2 -1.7 0.0
H -2.617100 -0.411037 -1.199315 -0.1 -0.3 0.4
```
Forces are in eV/Å.

HOMO energy (alpha / beta): -5.520 / -11.561 eV
charge: 0
LUMO level (alpha / beta): 0.865 / -2.013 eV
⟨S²⟩: 2.0050
multiplicity: 3



Going through the records in order, we get E values of -8772.3499 -93993.0160 -38433.6175 -18224.2160 -8446.5552 eV.
Going through the records in order, we get energy above the lowest of the compared OMol25 structures with the same formula, charge and spin values of 217.0 0.0 146.3 14.9 82.5 kJ/mol.